1.
Formula: C5H8O
Source: OMol25
Level of theory: ωB97M-V/def2-TZVPD

Last column: natural (NBO) charge in e.
Positions of all 14 atoms, in Å:
O 2.73515 -0.50151 -0.21695  -0.570
C 1.94977 0.30768 0.22712  0.359
C 0.52638 0.07456 0.29757  -0.232
C -0.24086 -1.06443 -0.38701  -0.414
C -1.55228 -0.25159 -0.20457  -0.392
C -0.68189 1.01933 -0.00370  -0.402
H 2.21791 1.26044 0.73939  0.112
H 1.06455 -0.15247 1.43532  0.251
H 0.00245 -1.20080 -1.45173  0.222
H -0.12658 -2.02322 0.11274  0.221
H -2.26804 -0.25172 -1.03803  0.207
H -2.08973 -0.52319 0.70830  0.205
H -0.58204 1.55100 -0.96892  0.216
H -0.95479 1.75592 0.75045  0.216

Cartesian forces (eV/Å) of the 2 atoms listed first:
O 0.47 0.30 0.16
C 0.66 0.49 -1.78

Computed properties:
Structure (SMILES): O=CC1CCC1
HOMO-LUMO gap: 10.323 eV
HOMO energy: -9.38 eV
ΔE to the lowest compared entry with this formula, charge and spin: 249.10 kJ/mol
2S+1: 1
Charge: 0
Max |F|: 3.35 eV/A

=====

2.
Formula: C36H52BIN8NbO2
Source: OMol25
Level of theory: ωB97M-V/def2-TZVPD

Last column: Löwdin charge in e.
Positions of all 101 atoms, in Å:
C 1.29829 7.13819 6.71424  -0.155
C 2.53292 6.30204 6.03550  -0.260
B 1.83802 5.28333 4.93272  -0.626
O 1.16111 5.96833 3.81423  -0.087
Nb 1.93744 3.00410 5.22954  1.126
C 2.76841 2.60266 3.14175  -0.444
C 1.92459 3.24260 1.93770  -0.807
O 0.71216 3.53332 1.99125  -0.089
I 3.07408 3.56334 0.06099  0.667
H 0.91814 7.89055 5.94244  0.067
H 0.45874 6.41271 7.02679  0.073
H 1.67014 7.63692 7.68121  0.067
H 3.26152 7.04187 5.55125  0.091
H 3.05854 5.74560 6.88262  0.060
H 0.25580 6.13552 4.18280  0.088
H 0.19039 2.80224 4.66804  -0.132
H 2.02353 1.19291 5.53908  -0.176
H 3.66225 3.20960 5.81503  -0.144
H 1.41144 3.24002 6.95228  -0.159
H 3.86279 2.95164 3.05630  0.026
H 2.80265 1.45508 2.97926  0.053
N 0.37290 2.45042 -2.55215  0.015
C -0.93363 2.07762 -2.39096  -0.145
C -1.53941 2.11066 -3.62503  -0.128
C -0.55941 2.51294 -4.56522  -0.117
C 0.61149 2.71274 -3.87457  -0.139
H 1.05500 2.52056 -1.81154  0.040
H -1.31965 1.82326 -1.41487  0.105
H -2.57347 1.87062 -3.82769  0.079
H -0.69483 2.64160 -5.62916  0.090
H 1.59108 3.01964 -4.20962  0.100
N -4.13000 -0.81662 -4.00036  0.017
C -5.43610 -1.19135 -3.83697  -0.143
C -6.04349 -1.16001 -5.06943  -0.124
C -5.06408 -0.75687 -6.01164  -0.105
C -3.89353 -0.55537 -5.32249  -0.158
H -3.44743 -0.74535 -3.26211  0.120
H -5.82015 -1.44575 -2.86005  0.105
H -7.07752 -1.40159 -5.27085  0.086
H -5.20050 -0.62912 -7.07546  0.091
H -2.91477 -0.24795 -5.65774  0.105
N 0.29994 -3.22986 -6.64550  -0.004
C -0.98945 -3.28625 -6.18716  -0.133
C -1.13150 -2.33666 -5.20519  -0.122
C 0.11658 -1.67871 -5.06969  -0.103
C 0.97972 -2.24894 -5.97303  -0.140
H 0.68766 -3.81735 -7.36540  0.143
H -1.69190 -3.99608 -6.59717  0.106
H -2.03275 -2.13680 -4.64746  0.064
H 0.35653 -0.87593 -4.38707  0.088
H 2.01612 -2.04300 -6.19404  0.105
N -2.15539 -1.59853 -0.93258  -0.004
C -3.01154 -1.17035 0.04786  -0.145
C -3.42789 -2.27054 0.75634  -0.111
C -2.79574 -3.40385 0.18656  -0.112
C -2.01466 -2.95867 -0.85154  -0.142
H -1.69900 -1.00483 -1.60793  0.124
H -3.25058 -0.12291 0.15503  0.105
H -4.11077 -2.26082 1.59296  0.092
H -2.90022 -4.43160 0.50175  0.090
H -1.37357 -3.49041 -1.53857  0.105
N 3.64325 5.47813 -3.68482  0.007
C 3.11679 6.72378 -3.89525  -0.136
C 3.72894 7.26129 -5.00138  -0.121
C 4.65520 6.30135 -5.47921  -0.124
C 4.57824 5.21010 -4.64858  -0.147
H 3.38261 4.85485 -2.93739  0.085
H 2.35519 7.11985 -3.24078  0.109
H 3.53095 8.23677 -5.42072  0.087
H 5.30568 6.39770 -6.33622  0.086
H 5.10752 4.26918 -4.65938  0.103
N 4.45784 -1.17071 7.72941  0.004
C 3.97796 -2.42718 7.98924  -0.150
C 3.40075 -2.90575 6.83846  -0.132
C 3.54270 -1.90317 5.84650  -0.127
C 4.20126 -0.84574 6.42459  -0.152
H 4.92713 -0.57808 8.39440  0.144
H 4.08710 -2.86987 8.96789  0.098
H 2.92945 -3.87085 6.72285  0.079
H 3.20122 -1.95037 4.82286  0.093
H 4.50716 0.10784 6.02195  0.089
N 5.46359 -5.66617 3.41030  0.000
C 4.97276 -6.86997 2.97871  -0.154
C 3.89921 -7.19760 3.77026  -0.121
C 3.73271 -6.15004 4.71043  -0.113
C 4.71037 -5.21784 4.46231  -0.132
H 6.25476 -5.18498 3.01501  0.144
H 5.42944 -7.38835 2.14910  0.100
H 3.29927 -8.09149 3.68173  0.086
H 2.98038 -6.08505 5.48260  0.084
H 4.93519 -4.27734 4.94303  0.093
N -7.88158 -3.73717 -2.86096  0.010
C -8.73652 -3.30851 -1.88113  -0.143
C -9.15250 -4.40794 -1.17045  -0.120
C -8.52052 -5.54126 -1.73897  -0.120
C -7.74024 -5.09631 -2.77823  -0.140
H -7.42615 -3.14416 -3.53736  0.110
H -8.97562 -2.26106 -1.77534  0.105
H -9.83494 -4.39725 -0.33333  0.088
H -8.62421 -6.56881 -1.42254  0.087
H -7.09934 -5.62838 -3.46486  0.105

Cartesian forces (eV/Å) of the 2 atoms listed first:
C 0.57 -0.52 -0.04
C -0.61 0.34 0.58

Computed properties:
HOMO-LUMO gap: 5.990 eV
HOMO energy: -4.63 eV
2S+1: 1
Charge: -1
Max |F|: 5.93 eV/A

=====

3.
Formula: C4H3N3O
Source: OMol25
Level of theory: ωB97M-V/def2-TZVPD

Last column: natural (NBO) charge in e.
Positions of all 11 atoms, in Å:
N 2.56504 -1.16407 0.24467  -0.264
C 1.59698 -0.54809 0.14970  0.249
C 0.34368 0.23189 0.02088  0.032
O 0.66128 1.54596 -0.17656  -0.642
C -0.61241 0.00807 1.18808  0.076
N -1.71264 -0.52613 0.84363  -0.225
N -1.61647 -0.83990 -0.60588  -0.207
C -0.49053 -0.47352 -1.03040  0.044
H -0.15870 1.92384 -0.74419  0.491
H -0.33141 0.43193 2.16251  0.224
H -0.24481 -0.58998 -2.05246  0.222

Cartesian forces (eV/Å) of the 2 atoms listed first:
N -0.49 0.27 -0.07
C 0.47 -0.17 0.40

Computed properties:
Structure (SMILES): N#CC1(O)C=NN=C1
HOMO-LUMO gap: 10.325 eV
HOMO energy: -11.07 eV
ΔE to the lowest compared entry with this formula, charge and spin: 235.28 kJ/mol
2S+1: 1
Charge: 0
Max |F|: 4.62 eV/A

=====

4.
Formula: C15H14MnN4O2S
Source: OMol25
Level of theory: ωB97M-V/def2-TZVPD

Last column: Löwdin spin population.
Positions of all 37 atoms, in Å:
Mn 0.49038 1.78080 -1.66430  1.018
N -1.91342 3.61984 1.50295  -0.004
C -1.21960 2.83084 0.67980  -0.003
S -1.03753 3.49894 -1.00571  -0.008
N -0.73041 1.70189 1.03944  -0.004
N 0.07429 1.08368 0.10698  -0.018
C 0.64141 -0.03923 0.43386  0.020
C 0.44038 -0.74003 1.70352  0.003
C 1.54139 -1.09419 2.48843  0.002
C 1.34730 -1.75255 3.69045  0.000
C 0.06247 -2.08766 4.09682  0.002
C -1.03342 -1.74616 3.31459  0.000
C -0.85129 -1.05830 2.12858  0.002
C 1.52547 -0.59544 -0.63012  0.002
C 2.17738 -1.80389 -0.52642  0.002
C 3.00626 -2.21525 -1.57078  0.004
C 3.14031 -1.41915 -2.68996  0.001
C 2.41374 -0.23862 -2.75073  0.005
N 1.62668 0.16325 -1.75274  -0.002
H -2.34561 4.47146 1.18711  0.000
H -1.99952 3.36372 2.47617  0.000
H 2.54452 -0.82130 2.18409  0.000
H 2.19866 -2.00512 4.30709  0.000
H -0.08564 -2.61714 5.02832  0.000
H -2.03175 -2.01161 3.63387  0.000
H -1.70722 -0.78861 1.52466  0.000
H 2.03904 -2.42668 0.34436  0.000
H 3.53330 -3.15719 -1.49871  0.000
H 3.77677 -1.70108 -3.51611  0.000
H 2.45540 0.39561 -3.62795  0.000
C -3.42081 0.68711 -3.30840  0.000
O -1.95425 0.69611 -3.08046  0.002
C -1.36892 1.53308 -2.34626  -0.014
O -2.14524 2.47634 -1.78478  -0.011
H -3.64664 -0.34761 -3.53317  0.000
H -3.60866 1.32814 -4.16383  0.000
H -3.93520 1.03601 -2.42062  0.000

Cartesian forces (eV/Å) of the 2 atoms listed first:
Mn -0.37 0.26 0.14
N 0.05 -0.01 -0.02

Computed properties:
HOMO-LUMO gap (alpha / beta): 7.347 / 7.274 eV
HOMO energy (alpha / beta): -14.87 / -14.90 eV
2S+1: 2
Charge: +2
Max |F|: 0.48 eV/A

=====

5.
Formula: C2H4NOP
Source: OMol25
Level of theory: ωB97M-V/def2-TZVPD

Last column: natural (NBO) charge in e.
Positions of all 9 atoms, in Å:
C -1.01207 0.38686 -0.03828  0.376
C -2.31777 0.60320 -0.05323  -0.509
N 0.25007 0.07511 0.06866  -0.739
O 2.47689 -1.03970 -0.05545  -1.049
P 2.03995 0.56907 -0.20013  0.487
H -2.57896 1.15887 0.77675  0.239
H -2.85811 0.17386 -0.81451  0.240
H 0.56206 -0.67958 0.62971  0.440
H 3.43794 -1.24770 -0.31353  0.515

Cartesian forces (eV/Å) of the 2 atoms listed first:
C 2.69 -1.38 0.17
C 4.50 -0.40 0.39

Computed properties:
HOMO-LUMO gap (alpha / beta): 6.775 / 6.776 eV
HOMO energy (alpha / beta): -6.09 / -6.09 eV
ΔE to the lowest compared entry with this formula, charge and spin: 335.51 kJ/mol
2S+1: 1
Charge: 0
Max |F|: 4.54 eV/A

=====

6.
Formula: C5H10N3P
Source: OMol25
Level of theory: ωB97M-V/def2-TZVPD

Last column: natural (NBO) charge in e.
Positions of all 19 atoms, in Å:
C 1.47479 0.13514 1.14431  -0.627
C 0.83456 -0.16136 -0.20728  -0.077
C 1.75387 0.24051 -1.34178  -0.594
N -0.41155 0.46677 -0.25529  -0.121
N -0.61024 1.65538 -0.58519  -0.001
N -1.85013 2.05152 -0.38857  -0.287
C -2.56635 0.96972 0.05189  -0.071
C -1.78538 -0.09360 0.22728  -0.291
P -2.27685 -1.77736 0.48071  0.332
H 2.18347 -0.62950 1.62395  0.223
H 0.76750 0.23370 2.04081  0.230
H 2.10091 1.04346 0.89271  0.219
H 0.65023 -1.19031 -0.20663  0.216
H 2.16993 1.18753 -1.34202  0.222
H 1.19577 0.12733 -2.23849  0.222
H 2.72544 -0.46759 -1.29373  0.212
H -3.60019 0.94265 0.29198  0.225
H -1.41793 -2.25472 1.57912  -0.019
H -1.33787 -2.47925 -0.47376  -0.013

Cartesian forces (eV/Å) of the 2 atoms listed first:
C 1.54 0.40 2.12
C 2.05 0.24 1.28

Computed properties:
Structure (SMILES): CC(C)n1nncc1P
HOMO-LUMO gap: 10.317 eV
HOMO energy: -9.56 eV
ΔE to the lowest compared entry with this formula, charge and spin: 168.58 kJ/mol
2S+1: 1
Charge: 0
Max |F|: 6.63 eV/A

=====

7.
Formula: C3H11N2OS
Source: OMol25
Level of theory: ωB97M-V/def2-TZVPD

Last column: natural (NBO) charge in e.
Positions of all 18 atoms, in Å:
N 0.54431 0.60044 -0.49842  -0.892
C -0.26516 -0.33177 0.29015  -0.081
C -1.67958 -0.63634 -0.30949  -0.550
S -1.77316 -0.47456 -2.15608  -0.747
C -0.45147 0.23306 1.68747  -0.218
N 0.76700 0.51680 2.44097  -0.848
H 0.77244 0.14549 -1.35657  0.382
H 0.06874 1.45581 -0.74149  0.362
H 0.41485 -1.19699 0.32782  0.165
H -1.78688 -1.71155 -0.21034  0.199
H -2.43160 -0.01553 0.17253  0.178
H -0.97423 1.19596 1.58296  0.171
H -1.12617 -0.35972 2.31382  0.185
H 1.44184 0.95767 1.83090  0.359
H 1.17885 -0.33263 2.78478  0.341
H 3.01758 1.02081 0.32765  0.481
H 3.36569 -0.31254 -0.18048  0.469
O 3.69486 0.34249 0.43339  -0.956

Cartesian forces (eV/Å) of the 2 atoms listed first:
N 0.94 0.51 1.16
C -0.30 0.58 -0.40

Computed properties:
HOMO-LUMO gap: 6.389 eV
HOMO energy: -2.58 eV
ΔE to the lowest compared entry with this formula, charge and spin: 38.96 kJ/mol
2S+1: 1
Charge: -1
Max |F|: 2.08 eV/A

=====

8.
Formula: C5H5NO
Source: OMol25
Level of theory: ωB97M-V/def2-TZVPD

Last column: natural (NBO) charge in e.
Positions of all 12 atoms, in Å:
O -0.73778 2.16680 1.03343  -0.525
C -0.46982 1.13502 0.46571  0.545
C -0.56287 0.81231 -0.99237  -0.230
C -0.48710 -0.50901 -1.21593  -0.192
C -0.02099 -1.16225 0.00006  -0.055
N 1.40748 -0.12608 0.29816  -0.588
C 0.13040 -0.12346 1.01272  -0.235
H -0.76443 1.55946 -1.73557  0.227
H -0.61837 -0.99994 -2.17433  0.229
H -0.06315 -2.23469 0.16425  0.243
H 2.08588 -0.15431 1.06985  0.359
H 0.10075 -0.36386 2.07402  0.222

Cartesian forces (eV/Å) of the 2 atoms listed first:
O 0.14 -0.37 -0.25
C -0.35 0.27 -0.21

Computed properties:
Structure (SMILES): O=C1C=C[C@H]2N[C@@H]12
HOMO-LUMO gap: 9.322 eV
HOMO energy: -9.25 eV
ΔE to the lowest compared entry with this formula, charge and spin: 300.62 kJ/mol
2S+1: 1
Charge: 0
Max |F|: 1.61 eV/A

=====

> Which value of max |F| does entry 4 give?

0.48 eV/A

=====

Please write out number 5 again, unchanged.
Formula: C2H4NOP
Source: OMol25
Level of theory: ωB97M-V/def2-TZVPD

Last column: natural (NBO) charge in e.
Positions of all 9 atoms, in Å:
C -1.01207 0.38686 -0.03828  0.376
C -2.31777 0.60320 -0.05323  -0.509
N 0.25007 0.07511 0.06866  -0.739
O 2.47689 -1.03970 -0.05545  -1.049
P 2.03995 0.56907 -0.20013  0.487
H -2.57896 1.15887 0.77675  0.239
H -2.85811 0.17386 -0.81451  0.240
H 0.56206 -0.67958 0.62971  0.440
H 3.43794 -1.24770 -0.31353  0.515

Cartesian forces (eV/Å) of the 2 atoms listed first:
C 2.69 -1.38 0.17
C 4.50 -0.40 0.39

Computed properties:
HOMO-LUMO gap (alpha / beta): 6.775 / 6.776 eV
HOMO energy (alpha / beta): -6.09 / -6.09 eV
ΔE to the lowest compared entry with this formula, charge and spin: 335.51 kJ/mol
2S+1: 1
Charge: 0
Max |F|: 4.54 eV/A

=====

> charge of number 1 (C5H8O)?

0